*A*
Molecular formula: C3H5ClO2
Method: DFT, ωB97M-V with the def2-TZVPD basis set

Atoms and positions in Å:
O: -2.504 -1.013 0.090
C: -1.280 -0.862 -0.025
C: -0.529 0.359 -0.278
O: -1.212 1.582 -0.049
C: 0.716 0.404 0.561
Cl: 2.193 -0.306 -0.138
H: -0.522 -1.696 0.042
H: -0.183 0.221 -1.375
H: -2.097 1.452 -0.425
H: 0.702 -0.150 1.542
H: 1.103 1.418 0.684

Summary:
SMILES string   O=C[C@@H](O)CCl
Frontier orbital gap   0.3988 hartree
2S+1   1
Charge   0
E_HOMO   -10.42 eV



*B*
Molecular formula: C3H5ClO2
Method: DFT, ωB97M-V with the def2-TZVPD basis set

Atoms and positions in Å:
C: 0.806 -0.775 -0.833
C: -0.198 1.139 0.922
C: -0.869 0.332 -0.088
O: 1.334 0.126 -1.448
O: 1.191 -2.131 -1.051
Cl: -1.984 -0.910 0.371
H: -1.029 0.884 -1.061
H: -0.212 0.585 1.870
H: -0.748 2.173 1.096
H: 0.921 1.237 0.619
H: 0.788 -2.660 -0.396

Summary:
Frontier orbital gap (alpha / beta)   0.3219 / 0.3219 hartree
2S+1   1
Charge   0
E_HOMO (alpha / beta)   -8.88 / -8.88 eV



We find *A* to be the most stable, with the next structure 38.2 kcal/mol higher.



*A*
Molecular formula: C5H12N
Method: DFT, ωB97M-V with the def2-TZVPD basis set

Atoms and positions in Å:
C: -0.805 -1.620 0.394
C: -1.037 -0.204 -0.068
C: -0.418 0.794 0.966
C: 1.121 0.947 0.591
C: 1.252 0.348 -0.882
N: -0.152 0.040 -1.303
H: -1.136 -2.469 -0.222
H: 0.316 -1.625 0.551
H: -1.364 -1.855 1.273
H: -2.167 0.065 -0.286
H: -0.608 0.482 2.019
H: -0.970 1.763 0.876
H: 1.313 2.057 0.619
H: 1.850 0.513 1.302
H: 1.876 1.099 -1.418
H: 1.662 -0.614 -0.695
H: -0.262 -0.654 -2.027
H: -0.473 0.933 -1.690

Summary:
SMILES string   C[C@H]1CCC[NH2+]1
Frontier orbital gap   0.4625 hartree
2S+1   1
Charge   +1
E_HOMO   -15.89 eV



*B*
Molecular formula: C5H12N
Method: DFT, ωB97M-V with the def2-TZVPD basis set

Atoms and positions in Å:
C: -2.060 0.487 0.626
C: -1.061 -0.200 1.180
C: 0.363 0.271 1.421
C: 1.139 0.733 0.183
C: 1.290 -0.486 -0.766
N: 0.076 -0.569 -1.832
H: -2.075 1.477 0.799
H: -2.891 -0.091 0.215
H: -1.403 -1.074 1.652
H: 0.880 -0.708 1.824
H: 0.215 1.077 2.225
H: 0.596 1.522 -0.402
H: 2.108 1.017 0.550
H: 2.132 -0.483 -1.311
H: 1.330 -1.444 -0.396
H: -0.724 -0.259 -1.215
H: -0.167 -1.488 -2.285
H: 0.254 0.219 -2.468

Summary:
SMILES string   C=CCCC[NH3+]
Frontier orbital gap   0.3581 hartree
2S+1   1
Charge   +1
E_HOMO   -13.18 eV



We find *A* to be the most stable, with the next structure 42.4 kcal/mol higher.



*A*
Molecular formula: C5H12N
Method: DFT, ωB97M-V with the def2-TZVPD basis set

Atoms and positions in Å:
C: -2.150 -1.192 -1.199
N: -0.922 -0.921 -1.089
C: -0.252 0.413 -1.112
C: 1.139 0.248 -0.527
C: 1.191 0.004 0.986
C: 0.466 0.987 1.908
H: -2.438 -2.243 -1.189
H: -3.000 -0.536 -1.333
H: -0.316 -1.730 -0.981
H: -0.864 1.049 -0.481
H: -0.195 0.730 -2.137
H: 1.708 1.154 -0.749
H: 1.738 -0.494 -1.068
H: 2.225 -0.067 1.222
H: 0.887 -1.025 1.228
H: 0.043 0.406 2.730
H: 1.123 1.729 2.350
H: -0.384 1.487 1.441

Summary:
SMILES string   C=[NH+]CCCC
Frontier orbital gap   0.3720 hartree
2S+1   1
Charge   +1
E_HOMO   -15.24 eV



*B*
Molecular formula: C5H12N
Method: DFT, ωB97M-V with the def2-TZVPD basis set

Atoms and positions in Å:
C: 0.975 -1.630 -0.658
C: 0.114 -1.043 0.133
N: -0.442 -1.847 1.300
C: -0.509 0.360 0.300
C: -0.315 1.361 -0.912
C: 0.268 2.688 -0.462
H: 1.409 -2.616 -0.636
H: 1.499 -0.939 -1.367
H: -0.211 -2.861 1.284
H: -0.104 -1.394 2.147
H: -1.479 -1.929 1.332
H: -1.607 0.275 0.399
H: 0.072 0.704 1.144
H: -1.354 1.645 -1.311
H: 0.124 0.883 -1.800
H: 0.033 3.501 -1.183
H: -0.205 3.003 0.455
H: 1.331 2.401 -0.266

Summary:
SMILES string   C=C([NH3+])CCC
Frontier orbital gap   0.3998 hartree
2S+1   1
Charge   +1
E_HOMO   -14.61 eV



*C*
Molecular formula: C5H12N
Method: DFT, ωB97M-V with the def2-TZVPD basis set

Atoms and positions in Å:
C: 2.103 -0.749 -0.180
C: 0.907 -1.716 -0.190
C: -0.368 -1.083 -0.911
C: -0.559 0.323 -0.483
C: -1.417 0.805 0.418
N: -0.964 2.139 1.061
H: 1.965 0.141 0.439
H: 2.932 -1.276 0.284
H: 2.527 -0.434 -1.137
H: 0.962 -2.697 -0.649
H: 0.638 -1.764 0.871
H: -0.267 -1.195 -1.984
H: -1.169 -1.687 -0.477
H: 0.117 1.056 -0.926
H: -2.151 0.240 0.972
H: -0.923 2.035 2.071
H: -0.046 2.284 0.643
H: -1.607 2.845 0.705

Summary:
SMILES string   CCC/C=C/[NH3+]
Frontier orbital gap   0.3929 hartree
2S+1   1
Charge   +1
E_HOMO   -14.45 eV



We find *A* to be the most stable, with the next structure 10.6 kcal/mol higher.



*A*
Molecular formula: C5H12N
Method: DFT, ωB97M-V with the def2-TZVPD basis set

Atoms and positions in Å:
C: -0.959 0.364 -2.847
C: -0.452 0.718 -1.648
C: -0.460 -0.303 -0.562
C: 0.622 -0.114 0.519
C: 0.341 1.104 1.410
N: 0.722 -1.404 1.569
H: -1.303 1.060 -3.588
H: -1.276 -0.688 -2.964
H: -0.172 1.755 -1.417
H: -1.451 -0.451 -0.095
H: -0.317 -1.280 -1.061
H: 1.618 -0.115 0.043
H: -0.566 1.165 2.237
H: 1.164 1.333 2.040
H: 0.084 1.971 0.704
H: 0.886 -2.317 1.094
H: 0.000 -1.534 2.316
H: 1.517 -1.264 2.249

Summary:
SMILES string   C=CC[C@@H](C)[NH3+]
Frontier orbital gap   0.3501 hartree
2S+1   1
Charge   +1
E_HOMO   -13.26 eV



*B*
Molecular formula: C5H12N
Method: DFT, ωB97M-V with the def2-TZVPD basis set

Atoms and positions in Å:
C: -3.985 1.061 1.936
C: -0.032 0.226 0.150
N: -0.979 -0.188 0.948
C: 2.569 -1.093 -2.093
C: 2.335 -0.149 -0.923
C: 1.326 -0.293 0.197
H: -4.801 1.866 1.618
H: -4.540 0.038 2.057
H: -3.398 1.481 2.885
H: -3.098 1.230 1.162
H: 2.860 -2.216 -1.828
H: 0.087 1.069 -0.567
H: 1.706 -1.352 -2.744
H: 3.237 -0.562 -2.783
H: 2.205 0.893 -1.406
H: 3.388 -0.128 -0.350
H: -0.709 -1.155 0.670
H: 1.830 -0.729 1.070

Summary:
Frontier orbital gap   0.2193 hartree
2S+1   1
Charge   +1
E_HOMO   -14.44 eV



We find *A* to be the most stable, with the next structure 124.2 kcal/mol higher.



*A*
Molecular formula: C5H12N
Method: DFT, ωB97M-V with the def2-TZVPD basis set

Atoms and positions in Å:
C: 1.900 1.178 0.471
C: 2.228 0.551 -0.890
C: 1.298 -0.665 -1.177
C: -0.129 -0.231 -1.307
C: -0.753 -0.218 -0.118
N: -3.821 -0.827 2.198
H: 0.780 1.094 0.519
H: 2.221 2.270 0.549
H: 2.273 0.557 1.312
H: 3.272 0.241 -0.977
H: 2.042 1.252 -1.707
H: 1.281 -1.265 -0.294
H: 1.654 -1.218 -2.044
H: -0.501 0.087 -2.291
H: -1.979 -0.162 -0.089
H: -3.013 -0.739 1.514
H: -4.558 -0.172 2.010
H: -4.197 -1.734 2.321

Summary:
Frontier orbital gap   0.1512 hartree
2S+1   1
Charge   +1
E_HOMO   -13.16 eV



*B*
Molecular formula: C5H12N
Method: DFT, ωB97M-V with the def2-TZVPD basis set

Atoms and positions in Å:
C: 1.123 -1.346 -1.211
C: 1.406 -0.140 -0.724
C: 1.232 0.299 0.701
C: -0.155 0.062 1.275
C: -1.244 0.924 0.604
N: -1.780 0.152 -0.597
H: 1.073 -2.303 -0.697
H: 0.966 -1.472 -2.280
H: 1.709 0.614 -1.445
H: 1.446 1.369 0.769
H: 1.950 -0.072 1.438
H: -0.461 -0.989 1.215
H: -0.195 0.261 2.348
H: -2.086 1.042 1.277
H: -0.755 1.810 0.212
H: -1.057 -0.508 -0.919
H: -2.013 0.721 -1.416
H: -2.650 -0.339 -0.387

Summary:
SMILES string   C=CCCC[NH3+]
Frontier orbital gap   0.3784 hartree
2S+1   1
Charge   +1
E_HOMO   -13.77 eV



We find *B* to be the most stable, with the next structure 137.9 kcal/mol higher.



*A*
Molecular formula: C5H12N
Method: DFT, ωB97M-V with the def2-TZVPD basis set

Atoms and positions in Å:
C: 0.459 2.467 0.519
C: -0.099 1.271 0.602
C: -1.532 0.925 0.833
C: 0.668 -0.211 0.341
N: 0.192 -0.863 -0.931
C: 0.736 -2.288 -0.913
H: 1.474 2.527 0.290
H: -0.240 3.378 0.604
H: -1.793 -0.064 1.323
H: -2.170 1.009 0.021
H: -2.178 1.633 1.505
H: 1.760 0.073 0.272
H: 0.436 -0.683 1.190
H: 0.457 -0.267 -1.653
H: -0.838 -0.992 -0.890
H: 0.662 -2.857 -0.078
H: 0.302 -2.746 -1.794
H: 1.703 -2.313 -1.243

Summary:
SMILES string   C=C(C)C[NH2+]C
Frontier orbital gap   0.3884 hartree
2S+1   1
Charge   +1
E_HOMO   -13.90 eV



*B*
Molecular formula: C5H12N
Method: DFT, ωB97M-V with the def2-TZVPD basis set

Atoms and positions in Å:
C: 1.518 0.751 -0.372
C: 0.495 0.090 -0.947
C: 0.216 0.064 -2.454
C: -0.940 -0.167 -0.126
C: -1.106 -0.610 1.368
N: 0.054 -0.182 2.174
H: 1.234 1.599 0.225
H: 2.450 0.783 -0.778
H: -0.815 0.108 -2.937
H: 0.430 1.021 -2.823
H: 0.669 -0.713 -3.100
H: -1.539 0.835 -0.165
H: -1.414 -0.931 -0.769
H: -2.082 -0.261 1.779
H: -1.162 -1.720 1.596
H: 0.883 -0.693 2.083
H: 0.221 0.732 1.787
H: -0.351 -0.255 3.077

Summary:
SMILES string   C=C(C)CC[NH3+]
Frontier orbital gap   0.3488 hartree
2S+1   1
Charge   +1
E_HOMO   -13.00 eV



We find *A* to be the most stable, with the next structure 20.5 kcal/mol higher.



*A*
Molecular formula: C4H10N3
Method: DFT, ωB97M-V with the def2-TZVPD basis set

Atoms and positions in Å:
C: -1.420 2.258 2.585
C: 0.915 -0.364 -0.720
C: 1.253 0.899 -1.356
C: -0.304 -2.481 -0.500
N: -1.068 1.250 1.925
N: -0.750 0.384 1.216
N: 0.123 -1.207 -1.244
H: -1.999 1.913 3.441
H: -1.247 3.338 2.539
H: 1.453 -0.631 0.117
H: 1.077 0.655 -2.468
H: 2.406 1.110 -1.366
H: 0.811 1.851 -0.970
H: -0.860 -2.081 0.313
H: -0.889 -3.066 -1.254
H: 0.652 -2.818 -0.099
H: -0.154 -1.008 -2.158

Summary:
Frontier orbital gap   0.2925 hartree
2S+1   1
Charge   +1
E_HOMO   -12.24 eV



*B*
Molecular formula: C4H10N3
Method: DFT, ωB97M-V with the def2-TZVPD basis set

Atoms and positions in Å:
C: -0.050 -0.645 0.363
C: -0.093 1.899 -0.331
C: 0.443 -0.207 -1.766
C: 0.533 0.504 -0.370
N: -1.274 -2.660 0.611
N: -0.880 -1.513 0.437
N: 0.273 -0.083 2.381
H: 0.237 2.588 0.547
H: -1.228 1.689 -0.127
H: 0.187 2.383 -1.211
H: -0.535 -0.147 -2.168
H: 0.677 -1.208 -1.871
H: 0.967 0.405 -2.524
H: 1.687 0.622 -0.297
H: -2.190 -2.760 1.071
H: -0.029 -0.890 2.914
H: 1.276 0.022 2.342

Summary:
Frontier orbital gap (alpha / beta)   0.2770 / 0.2770 hartree
2S+1   1
Charge   +1
E_HOMO (alpha / beta)   -14.83 / -14.83 eV



*C*
Molecular formula: C4H10N3
Method: DFT, ωB97M-V with the def2-TZVPD basis set

Atoms and positions in Å:
C: 0.507 1.650 -0.401
C: 1.443 -0.868 -0.512
C: -0.336 1.280 0.834
C: 0.579 -1.251 0.706
N: 0.495 0.226 -0.724
N: -2.725 -0.345 -0.481
N: -0.237 -0.096 0.365
H: 0.019 2.253 -1.165
H: 1.503 2.051 -0.203
H: 2.455 -0.533 -0.279
H: 1.471 -1.567 -1.349
H: 0.132 1.450 1.804
H: -1.367 1.631 0.850
H: 0.033 -2.194 0.648
H: 1.060 -1.174 1.682
H: -2.591 -0.682 -1.432
H: -3.178 -1.071 0.067

Summary:
Frontier orbital gap (alpha / beta)   0.3255 / 0.3561 hartree
2S+1   1
Charge   +1
E_HOMO (alpha / beta)   -14.67 / -13.98 eV



*D*
Molecular formula: C4H10N3
Method: DFT, ωB97M-V with the def2-TZVPD basis set

Atoms and positions in Å:
C: 2.617 0.660 -0.148
N: 1.582 0.207 0.455
C: 0.427 -0.487 0.129
N: 0.659 -1.877 0.121
N: -0.738 0.093 0.177
C: -2.034 -0.562 -0.066
C: -0.754 1.545 0.098
H: 3.245 1.176 0.494
H: 2.849 0.476 -1.294
H: 1.523 -2.297 0.079
H: -0.071 -2.547 0.133
H: -2.364 -0.098 -1.074
H: -2.003 -1.647 -0.177
H: -2.632 -0.346 0.787
H: -1.703 1.774 0.574
H: 0.129 2.013 0.579
H: -0.733 1.917 -0.865

Summary:
SMILES string   C=NC(=[NH2+])N(C)C
Frontier orbital gap   0.3962 hartree
2S+1   1
Charge   +1
E_HOMO   -14.49 eV



We find *D* to be the most stable, with the next structure 50.3 kcal/mol higher.



*A*
Molecular formula: C4H10N3
Method: DFT, ωB97M-V with the def2-TZVPD basis set

Atoms and positions in Å:
C: -2.431 0.337 0.291
C: 1.031 -0.900 -0.339
C: 1.854 -0.238 0.406
C: 2.943 0.593 -0.057
N: -3.482 -0.034 -0.039
N: -1.277 0.808 0.080
N: -4.788 -0.160 0.018
H: 1.196 -0.755 -1.449
H: 0.323 -1.744 0.022
H: 1.720 -0.536 1.433
H: 2.948 0.645 -1.091
H: 3.914 0.095 0.330
H: 3.011 1.566 0.316
H: -1.210 1.786 -0.245
H: -0.314 0.376 0.439
H: -5.223 -0.543 -0.804
H: -5.334 0.125 0.802

Summary:
Frontier orbital gap   0.3560 hartree
2S+1   1
Charge   +1
E_HOMO   -13.50 eV



*B*
Molecular formula: C4H10N3
Method: DFT, ωB97M-V with the def2-TZVPD basis set

Atoms and positions in Å:
C: -1.063 0.242 -0.146
C: 2.744 -0.785 -0.002
C: 0.930 1.222 0.468
C: -3.246 -0.527 0.473
N: 1.327 -1.034 -0.168
N: 0.530 -0.061 0.059
N: -1.822 -0.646 0.359
H: 2.945 -0.245 0.982
H: 3.182 -1.794 -0.067
H: 3.120 -0.319 -0.956
H: 1.656 1.207 1.174
H: 1.228 1.906 -0.446
H: -0.011 1.482 0.972
H: -3.477 -0.014 1.480
H: -3.735 -1.496 0.410
H: -3.685 0.204 -0.267
H: -1.448 -1.548 0.691

Summary:
Frontier orbital gap   0.3345 hartree
2S+1   1
Charge   +1
E_HOMO   -14.35 eV



We find *A* to be the most stable, with the next structure 27.8 kcal/mol higher.